Molecular formula: C41H38N2O7PtTe
Method: DFT, ωB97M-V with the def2-TZVPD basis set

Values from the calculation:
ΔE to the lowest compared entry with this formula, charge and spin: 0.0 kJ/mol
Electronic energy: -2608.7666 hartree
HOMO level: -7.6 eV

```
90
Properties=species:S:1:pos:R:3:forces:R:3:lowdin_charge:R:1
Pt 0.29371 -0.03689 -2.38741 0.01 -0.13 0.13 0.93
C -2.31278 3.21170 3.58552 -0.01 -0.01 0.01 -0.05
C -1.65424 2.24869 2.63193 0.01 -0.04 0.01 -0.26
C -1.28317 0.97106 3.01788 -0.02 0.02 0.02 0.02
C -0.69779 0.06978 2.13904 0.00 -0.03 0.03 -0.06
C -0.35814 -1.27044 2.63514 0.02 0.18 0.23 -0.25
O -0.29066 -2.28060 1.93905 -0.18 0.20 0.65 0.06
C -0.05524 -1.44726 4.09871 0.01 0.01 -0.06 -0.16
C -0.52123 -2.59199 4.73817 0.00 -0.02 0.00 -0.02
C -0.20656 -2.82663 6.06683 -0.01 0.00 -0.01 -0.07
C 0.60316 -1.93406 6.75730 0.00 0.00 -0.01 -0.08
C 1.09077 -0.80330 6.11819 -0.01 0.00 -0.01 -0.07
C 0.75399 -0.55490 4.79545 -0.02 0.03 -0.01 -0.04
C -0.47300 0.41224 0.75133 -0.17 0.13 0.04 -0.29
O 0.04085 -0.44876 -0.00639 0.20 0.21 -0.06 -0.13
C -0.81611 1.77183 0.35220 0.02 -0.03 0.02 -0.03
C -1.38624 2.61075 1.32480 0.00 -0.01 -0.04 0.03
C -0.62149 2.38886 -0.97026 0.05 0.03 -0.07 -0.15
N -0.26982 1.83971 -2.09299 0.11 -0.03 0.06 -0.13
C -0.08064 2.61199 -3.34058 -0.02 -0.07 0.08 -0.28
C 1.40364 2.76819 -3.65528 -0.06 -0.06 -0.02 -0.40
Te 2.41831 0.90555 -3.21334 0.30 0.23 -0.17 1.52
C 3.26023 1.74734 -1.46312 -0.04 -0.06 0.04 -0.49
C 4.26534 2.69833 -1.58916 0.03 0.03 0.00 -0.15
C 4.75879 3.33324 -0.45704 -0.01 -0.01 -0.01 -0.09
C 4.25232 3.01257 0.79568 -0.01 -0.01 -0.01 -0.08
C 3.25898 2.05054 0.91694 0.01 0.01 0.00 -0.07
C 2.76166 1.41251 -0.21199 -0.04 -0.05 0.00 -0.12
C -0.80559 3.88170 -1.02238 -0.06 -0.06 -0.01 -0.23
C -2.03459 4.43973 -1.35587 0.02 -0.01 -0.01 -0.04
C -2.17052 5.81808 -1.41850 0.00 0.02 0.00 -0.07
C -1.08262 6.63974 -1.15063 -0.01 -0.01 -0.01 -0.08
C 0.14201 6.08036 -0.81579 0.00 -0.01 0.01 -0.06
C 0.28226 4.70033 -0.74906 0.02 0.00 0.02 -0.02
H -2.46437 2.74835 4.56040 0.00 0.00 0.00 0.07
H -3.28922 3.53452 3.21984 0.00 -0.01 -0.01 0.08
H -1.70684 4.10767 3.73618 0.00 0.00 -0.01 0.08
H -1.48001 0.65643 4.03582 0.02 -0.01 0.02 0.12
H -1.13227 -3.28993 4.18089 0.00 -0.01 0.00 0.12
H -0.58739 -3.70904 6.56434 0.00 0.00 0.00 0.10
H 0.85628 -2.12252 7.79262 0.00 0.00 0.00 0.10
H 1.73265 -0.11300 6.64995 0.00 0.00 0.00 0.10
H 1.12978 0.32917 4.29585 0.00 0.01 0.00 0.12
H -1.65980 3.61826 1.04624 0.01 0.02 -0.03 0.12
H -0.57062 3.58138 -3.29137 0.04 0.05 0.01 0.11
H -0.56233 2.02896 -4.12387 -0.02 0.02 0.01 0.11
H 1.86944 3.53520 -3.03840 0.03 -0.01 0.02 0.05
H 1.55210 3.01688 -4.70475 0.00 0.00 0.00 0.05
H 4.66643 2.95425 -2.56358 0.00 -0.01 0.00 0.10
H 5.54059 4.07536 -0.55469 0.00 0.00 0.00 0.10
H 4.63596 3.51096 1.67654 0.00 0.00 0.00 0.10
H 2.85768 1.79781 1.89066 0.01 0.00 0.00 0.11
H 1.98188 0.66458 -0.12284 0.02 0.03 0.00 0.07
H -2.87689 3.78976 -1.56153 0.00 0.00 0.00 0.14
H -3.12776 6.25226 -1.67592 0.00 0.00 0.00 0.11
H -1.19177 7.71516 -1.19991 0.00 0.00 0.00 0.10
H 0.98985 6.71784 -0.60077 0.00 0.00 0.00 0.11
H 1.23238 4.25483 -0.47098 0.00 0.00 -0.01 0.12
O 3.21253 -1.89131 -1.90929 0.03 0.06 0.02 0.02
C 2.03896 -2.19090 -1.77325 0.21 0.04 0.11 -0.65
O 1.09691 -1.97307 -2.63454 -0.72 0.22 -0.14 -0.26
C 1.61283 -2.88811 -0.47538 -0.17 0.07 -0.05 -0.16
N 0.11689 -2.97635 -0.41188 0.09 -0.51 -0.88 0.06
C -0.26714 -4.41181 -0.26445 0.08 0.13 0.02 -0.09
C 0.91127 -5.14700 -0.88425 -0.02 -0.03 0.00 -0.14
C 2.10195 -4.33662 -0.36902 -0.03 0.00 0.01 -0.10
H 1.95083 -2.25353 0.34005 0.01 -0.05 0.05 0.16
H -0.23645 -2.60353 -1.30423 0.11 -0.16 0.05 0.12
H -0.22855 -2.37024 0.35859 -0.02 -0.12 0.02 0.08
H -1.22743 -4.57574 -0.74765 0.12 -0.06 0.04 0.10
H -0.35219 -4.61628 0.80239 0.00 0.01 0.00 0.13
H 0.84694 -5.09456 -1.97363 0.01 0.00 -0.01 0.12
H 0.94401 -6.19481 -0.59211 0.01 -0.01 0.00 0.12
H 3.02549 -4.48008 -0.92521 -0.01 -0.01 -0.03 0.12
H 2.29042 -4.58366 0.67712 0.02 0.00 0.00 0.12
O -3.95119 -3.58253 -0.83704 0.03 0.04 0.20 0.06
C -3.18387 -3.71971 -1.92082 -0.02 0.04 -0.22 -0.31
C -3.06306 -4.99043 -2.49069 -0.01 0.04 0.00 -0.03
C -2.30925 -5.17214 -3.63451 0.02 0.01 -0.01 -0.09
C -1.66867 -4.09547 -4.24097 -0.03 0.07 0.01 -0.09
C -1.77939 -2.83815 -3.67080 0.09 -0.02 0.02 -0.04
C -2.49686 -2.62744 -2.49579 -0.06 0.03 0.00 -0.09
C -2.63023 -1.26611 -1.86379 0.02 0.08 0.22 -0.56
O -3.56728 -1.10643 -1.06236 -0.06 0.00 0.15 0.04
O -1.81954 -0.31668 -2.13360 -0.01 -0.44 -0.37 -0.15
H -3.98092 -2.59259 -0.66947 -0.09 -0.05 -0.09 0.07
H -3.59159 -5.81168 -2.02436 0.00 0.00 0.00 0.12
H -2.23739 -6.16080 -4.07190 0.01 0.00 0.01 0.10
H -1.10281 -4.22972 -5.15296 0.00 -0.01 0.01 0.10
H -1.31656 -1.98768 -4.14929 0.15 0.09 0.05 0.10
```
Forces are in eV/Å.

Molecular formula: C30H51BN6O9S
Method: DFT, ωB97M-V with the def2-TZVPD basis set

Values from the calculation:
Electronic energy: -2602.2896 hartree
HOMO level: -7.3 eV

```
98
Properties=species:S:1:pos:R:3:forces:R:3:lowdin_charge:R:1
N -1.10640 -5.78709 -2.86566 1.74 -0.42 -1.81 0.13
B -0.43400 -4.87990 -3.83618 0.31 -0.53 -0.95 -0.54
O -0.28367 -5.34175 -5.20151 0.07 0.06 1.79 0.06
C 0.10476 -3.37505 -3.51042 0.31 3.12 0.76 -0.01
C -1.02169 -2.27426 -3.49253 3.65 1.01 0.88 -0.01
C -0.67592 -0.80206 -3.16674 2.40 -3.31 -0.10 -0.08
C 0.80203 -0.48124 -2.86766 -0.61 -2.58 -0.30 -0.39
C 1.96720 -1.54251 -2.88487 -4.00 -0.83 -0.68 -0.13
C 1.61379 -3.03984 -3.21894 -2.50 2.53 0.01 -0.03
C 2.71879 -4.18846 -3.22150 0.00 1.09 1.14 -0.08
C 4.13809 -3.80412 -3.88018 0.96 -1.92 -0.04 -0.60
N 4.08224 -2.78437 -4.96000 1.39 0.13 0.55 0.07
N 5.14968 -3.46908 -2.81240 -0.52 -0.24 -0.48 0.04
N 4.68309 -5.06895 -4.52997 -0.39 0.32 0.15 0.02
N 3.33226 -1.07137 -2.59442 -1.71 0.73 0.48 -0.02
C 3.42943 -0.25136 -1.37665 0.82 2.25 3.60 -0.22
C 4.51603 -0.57979 -0.33161 -2.31 2.79 0.15 0.00
C 4.67018 0.29632 0.93798 -2.16 0.39 -2.35 -0.04
C 3.74184 1.50753 1.20828 0.02 -1.84 -2.66 -0.25
N 3.99945 2.29203 2.44923 0.19 0.29 -2.56 0.02
C 2.62697 1.87695 0.17732 2.25 -2.86 -0.39 -0.02
C 2.50700 0.99313 -1.08386 1.86 -1.38 1.45 -0.39
S 1.22618 1.28570 -2.41777 0.86 -1.86 0.93 0.86
H -0.46786 -5.96258 -2.07444 -0.57 0.42 -0.12 0.05
H -1.29872 -6.70476 -3.31951 0.02 0.90 0.55 0.09
H -0.24259 -6.31953 -5.24224 -0.32 0.85 0.02 0.09
H -2.11409 -2.56759 -3.69033 1.87 0.47 0.37 0.09
H -1.52514 -0.04035 -3.13002 1.62 -1.03 0.01 0.09
H 2.38878 -5.17237 -3.69047 -0.03 1.59 0.44 0.11
H 2.93419 -4.42748 -2.10827 -0.44 0.31 -1.67 0.13
H 4.80284 -2.07839 -4.69920 -0.90 -0.52 -0.18 0.08
H 4.46026 -3.17638 -5.84719 -0.47 0.12 1.00 0.08
H 6.10569 -3.62401 -3.16914 -0.84 0.00 -0.08 0.07
H 5.04761 -4.10192 -2.00689 -0.15 0.43 -0.57 0.07
H 4.19673 -5.26400 -5.41588 0.04 -0.12 0.71 0.07
H 4.58115 -5.86929 -3.88026 -0.05 0.64 -0.71 0.07
H 3.63647 -0.53710 -3.42284 -0.08 -0.22 0.60 0.12
H 5.20782 -1.46167 -0.56140 -1.14 1.47 0.49 0.09
H 5.51005 0.01971 1.66832 -1.53 0.61 -1.11 0.09
H 3.47835 3.18981 2.37005 0.16 -0.95 0.11 0.06
H 4.99332 2.58856 2.34494 -0.87 -0.41 0.42 0.08
H 1.93862 2.77564 0.37779 1.15 -1.63 -0.43 0.09
O 0.55267 -5.04745 -0.46047 -0.18 0.02 0.68 0.08
C -0.35212 -4.89136 0.33232 -0.09 -0.26 -0.23 -0.49
O -0.08164 -4.56004 1.60720 0.54 0.28 -0.15 0.01
C -1.07047 -4.14868 2.56242 -0.20 -0.11 0.13 -0.23
C -1.68709 -5.34522 3.25748 -0.04 -0.22 -0.08 -0.07
C -1.77771 -5.15862 -0.06122 -0.43 0.74 0.00 0.01
H -1.81856 -3.49980 2.10133 0.05 -0.13 -0.07 0.12
H -0.54555 -3.53683 3.29971 0.16 -0.08 -0.25 0.12
H -2.21625 -5.99020 2.55280 -0.05 0.11 0.04 0.07
H -2.39207 -5.02203 4.02675 0.06 0.00 -0.05 0.08
H -0.91109 -5.95621 3.72547 -0.03 0.14 0.02 0.08
H -2.00197 -6.21571 0.09151 -0.02 0.05 0.01 0.10
H -1.89342 -4.91820 -1.11655 -0.01 -0.18 0.27 0.06
H -2.50100 -4.54364 0.47087 0.02 -0.20 0.24 0.08
O 1.02671 4.51675 2.32158 0.14 0.66 0.28 0.08
C 1.16466 5.25823 3.26913 0.19 -0.42 -0.14 -0.52
O 1.16579 6.59108 3.08973 -0.33 0.01 -0.50 0.00
C 1.10979 7.54922 4.15826 0.13 0.07 0.29 -0.23
C 2.49620 7.85984 4.68280 0.19 -0.09 0.01 -0.06
C 1.43431 4.71389 4.64440 -0.56 -0.18 0.41 0.01
H 0.42689 7.22320 4.94591 0.14 -0.07 -0.02 0.10
H 0.67632 8.45725 3.73195 0.01 -0.23 -0.20 0.12
H 2.97080 6.97473 5.11164 -0.10 0.07 0.08 0.07
H 2.45169 8.63467 5.45118 -0.04 -0.08 -0.04 0.08
H 3.14266 8.20471 3.87154 -0.12 0.04 0.03 0.08
H 2.50823 4.56864 4.77144 -0.06 0.03 0.02 0.09
H 0.93015 3.75010 4.73812 0.25 0.03 -0.18 0.10
H 1.04558 5.33979 5.44560 0.23 0.13 0.01 0.07
O -5.07486 -3.29999 -3.66295 -0.11 0.08 -0.84 0.10
C -4.93112 -3.60472 -4.82464 0.00 -0.26 0.64 -0.52
O -5.68876 -3.02455 -5.77521 -0.12 0.52 0.12 0.00
C -5.45635 -3.15554 -7.18534 -0.04 -0.19 -0.13 -0.23
C -6.13722 -4.39130 -7.73709 -0.04 -0.21 0.08 -0.07
C -3.98147 -4.69910 -5.22491 0.67 0.17 -0.13 0.02
H -4.38821 -3.12783 -7.41353 -0.04 -0.08 0.11 0.11
H -5.89289 -2.26813 -7.64967 0.01 0.00 0.29 0.12
H -5.73535 -5.30383 -7.29165 0.06 0.06 -0.09 0.07
H -6.00898 -4.44993 -8.82033 -0.01 0.02 0.07 0.08
H -7.20599 -4.37151 -7.50973 0.09 0.10 -0.06 0.08
H -4.49533 -5.66030 -5.17478 0.01 0.06 -0.03 0.10
H -3.14531 -4.70351 -4.52225 -0.29 -0.11 0.07 0.06
H -3.54673 -4.55965 -6.21274 -0.15 -0.15 -0.07 0.08
O -0.05691 7.98308 7.40776 -0.76 -0.05 -0.03 0.09
C -1.15615 8.44692 7.61024 0.47 0.13 -0.20 -0.52
O -2.25563 7.71014 7.36649 0.20 -0.50 0.11 0.00
C -3.58367 8.08132 7.76656 -0.21 0.18 -0.12 -0.23
C -4.23929 8.96484 6.72514 0.09 0.16 -0.14 -0.07
C -1.32441 9.87727 8.04100 0.05 0.16 0.68 0.01
H -3.58426 8.53365 8.76111 0.10 0.04 -0.09 0.11
H -4.14741 7.14951 7.85249 0.30 -0.03 -0.04 0.12
H -3.70074 9.90675 6.60095 -0.08 -0.01 0.09 0.07
H -5.27029 9.19072 7.00632 0.07 -0.03 -0.01 0.08
H -4.24061 8.46956 5.75102 -0.05 -0.04 0.13 0.09
H -1.36244 10.51798 7.15883 -0.04 -0.04 0.05 0.10
H -0.46211 10.15743 8.64905 0.02 -0.05 -0.28 0.09
H -2.20189 10.04585 8.66200 -0.12 0.06 -0.22 0.07
```
Forces are in eV/Å.

> Which of these has the lowest electronic energy?

C41H38N2O7PtTe

> Which of these has the lowest electronic energy?

C41H38N2O7PtTe

> The lowest HOMO level belongs to which entry?

C41H38N2O7PtTe

> Which of these has the lowest HOMO level?

C41H38N2O7PtTe